Entry 1:
2 unconnected molecules or ions with the total composition C24H31NO6 at a distorted geometry, computed with ωB97M-V with the def2-TZVPD basis set.

Summary:
Orbital gap, eV: 7.917
F_max, eV Å⁻¹: 2.6
ΔE to the lowest compared entry with this formula, charge and spin, kJ/mol: 475.6
Total energy, eV: -39161.2137
SMILES: C=CCC1=CC(=O)c2c(ccc(CCCCN(C)C(C)=O)c2C)C1=O.COC(=O)OC
Lowest unoccupied orbital energy, eV: -0.7

XYZ file:
```
62
Properties=species:S:1:pos:R:3:forces:R:3:nbo_charge:R:1
C 0.5958 3.6124 2.1930 -0.298 -0.337 0.062 -0.4162
C 0.0848 2.3775 1.8656 -0.380 0.696 -0.116 -0.1719
C -1.4558 2.0835 1.7372 0.664 -1.273 1.841 -0.4824
C -1.7009 0.5443 1.9048 0.328 0.163 0.199 -0.0457
C -1.0645 -0.0984 2.9112 -0.535 -1.218 -1.046 -0.2602
C -1.2441 -1.6426 3.0873 0.319 1.202 -0.542 0.5453
O -1.1859 -2.1063 4.2028 0.013 -0.216 -0.529 -0.5181
C -1.4386 -2.4425 1.7803 -0.418 -0.660 -1.790 -0.1161
C -2.1465 -1.7447 0.6901 0.211 -0.160 0.092 -0.1200
C -2.4126 -2.3212 -0.6020 1.151 -1.996 1.194 -0.1696
C -1.9237 -3.6853 -0.8309 0.365 1.444 2.191 -0.1942
C -1.2055 -4.3702 0.2288 -0.176 -0.021 0.161 0.0116
C -0.6684 -5.8028 -0.0772 -0.131 0.167 -0.026 -0.4403
C 0.8489 -5.8296 -0.5537 -0.153 0.271 0.128 -0.3961
C 1.4285 -4.4590 -1.0507 0.721 -0.250 -0.759 -0.4257
C 0.9049 -4.0320 -2.4902 0.844 0.215 0.100 -0.2227
N 0.7308 -2.5505 -2.5971 0.140 -0.199 -0.791 -0.5236
C 2.0741 -1.8676 -2.6446 -0.301 0.973 0.322 -0.4335
C 0.1127 -2.2025 -3.8677 -0.822 0.897 -1.186 0.7290
C -0.8689 -0.9720 -3.9554 0.902 0.023 0.609 -0.7125
O 0.3321 -2.7867 -4.9066 -0.002 -0.338 0.887 -0.5647
C -0.9544 -3.8062 1.5598 -0.976 1.457 -0.742 0.0265
C -0.2183 -4.5759 2.7025 -0.708 -0.318 0.016 -0.6637
C -2.6165 -0.2735 0.9391 1.170 -0.689 0.652 0.5526
O -3.5944 0.1912 0.4093 0.440 0.063 0.028 -0.5114
H 0.2843 4.1720 3.1138 -0.876 0.078 -1.667 0.2018
H 1.3323 4.1337 1.5312 0.511 -1.155 1.403 0.2144
H 0.7763 1.5287 1.6460 -0.593 0.962 -1.336 0.2021
H -1.9606 2.5807 2.6115 0.098 -0.098 -1.102 0.2420
H -1.8424 2.4464 0.7568 0.374 -0.115 0.871 0.2478
H -0.3743 0.4143 3.6146 -0.719 -0.424 -0.398 0.2363
H -2.9579 -1.7941 -1.4160 0.463 -0.256 1.028 0.2371
H -2.0566 -4.2021 -1.8068 0.005 0.522 0.913 0.2219
H -0.7369 -6.4508 0.8354 -0.088 0.625 -0.857 0.2202
H -1.3366 -6.2856 -0.8391 0.633 0.548 0.557 0.2154
H 0.9460 -6.5941 -1.3717 0.029 0.689 0.740 0.2126
H 1.4746 -6.1780 0.3074 -0.450 0.268 -0.739 0.2105
H 2.5377 -4.6211 -1.1885 -1.012 0.130 0.328 0.2069
H 1.3490 -3.6260 -0.3026 -0.342 -0.787 -0.656 0.2230
H 1.7116 -4.2979 -3.2335 -1.043 -0.310 0.523 0.1934
H -0.0582 -4.5245 -2.7608 0.821 0.324 0.205 0.2041
H 2.8765 -2.4885 -2.1841 -0.751 0.428 -0.329 0.2155
H 2.3514 -1.6054 -3.7000 0.016 -0.412 0.887 0.2018
H 1.9657 -0.9083 -2.0747 0.397 -0.787 -0.432 0.2086
H -0.3755 -0.0510 -3.5364 -0.543 -0.925 -0.020 0.2283
H -1.1037 -0.7249 -5.0223 0.126 -0.656 0.999 0.2381
H -1.7760 -1.2251 -3.3552 0.654 0.432 -0.511 0.2310
H -0.3560 -5.6883 2.6054 0.242 1.130 -0.109 0.2182
H 0.8772 -4.3620 2.7373 -0.822 -0.077 -0.159 0.2292
H -0.6609 -4.3171 3.7018 0.503 -0.008 -1.099 0.2620
C -1.0185 9.0710 0.1612 -0.335 0.188 -0.056 -0.2567
O 0.0116 8.0995 0.3410 0.193 -0.025 0.035 -0.4939
C 1.2247 8.6201 0.5579 -0.058 -0.114 -0.010 0.9782
O 1.4929 9.7922 0.6091 -0.026 -0.168 -0.005 -0.6373
O 2.0884 7.6086 0.7080 -0.158 0.035 -0.024 -0.4964
C 3.4343 8.0182 0.9480 0.371 0.023 0.067 -0.2565
H -1.9506 8.5341 -0.0058 0.194 -0.186 0.034 0.1965
H -1.1273 9.6867 1.0546 0.122 0.055 -0.110 0.1930
H -0.8139 9.6922 -0.7113 0.077 0.055 0.144 0.1929
H 3.5033 8.5918 1.8729 -0.041 0.096 -0.140 0.1934
H 3.8166 8.5971 0.1067 -0.087 0.095 0.117 0.1934
H 4.0378 7.1181 1.0524 -0.251 -0.080 -0.044 0.1950
```
Positions in Å, forces in eV/Å.

---

Entry 2:
A molecular structure, C9H13MoNO at a distorted geometry, computed with ωB97M-V with the def2-TZVPD basis set.

Summary:
Orbital gap (alpha / beta), eV: 6.760 / 7.641
Spin multiplicity: 3
F_max, eV Å⁻¹: 5.2
Total energy, eV: -14929.9529
Lowest unoccupied orbital energy (alpha / beta), eV: 0.0 / -0.2

XYZ file:
```
25
Properties=species:S:1:pos:R:3:forces:R:3:mulliken_spin:R:1
C 0.3243 -1.2005 -1.5121 1.463 -0.247 -0.877 0.1494
C -0.9631 -1.2091 -0.9181 -2.267 -0.487 0.358 -0.0656
C -0.9435 -2.0412 0.2639 1.127 -0.696 -1.846 -0.0128
C 0.3604 -2.6600 0.3055 -0.357 -0.529 -0.915 0.1082
C 1.1806 -2.1153 -0.7454 -3.442 -0.320 0.024 -0.1318
Mo 0.5025 -0.0529 0.4103 -1.549 -0.316 2.306 1.8766
C -1.6524 2.1158 -1.0689 2.749 1.389 -2.375 -0.0073
C -0.7584 2.4306 -2.0880 -1.032 -0.468 3.379 0.0139
C 0.3450 2.9747 -2.5718 -0.823 0.053 -1.607 0.0218
N 2.0783 -0.4641 0.8546 4.286 2.965 0.493 -0.0837
H -1.7813 -2.3536 0.8868 0.281 0.542 -0.171 0.0010
H -1.8916 -0.7102 -1.2901 1.230 -0.393 0.370 0.0031
H 0.6040 -3.5367 0.9437 0.072 1.159 -0.302 -0.0002
H 2.1853 -2.4059 -0.9337 0.556 0.191 -0.134 -0.0102
H 0.6597 -0.5948 -2.4018 -0.603 -0.937 1.021 0.0628
H -2.6319 1.6761 -1.1568 0.331 -0.695 -0.084 0.0006
H 3.0616 -0.1859 0.5573 -1.493 -1.194 0.727 0.0157
H -1.2948 2.5090 -0.1060 -0.881 0.423 -0.345 0.0012
H 0.2301 3.6084 -3.4807 -0.067 0.289 1.164 0.0014
H 1.3908 2.7820 -2.3515 -0.245 -0.955 0.008 -0.0076
C -0.1954 0.2947 3.3509 0.557 -0.786 -1.492 -0.0040
O -0.6722 0.3832 1.9841 0.296 0.158 0.078 0.0595
H -0.7835 0.8444 4.0759 -0.351 0.422 -0.245 0.0009
H 0.8250 0.6721 3.2901 0.115 -0.017 0.779 0.0071
H -0.1795 -0.7609 3.7014 0.047 0.449 -0.315 0.0002
```
Positions in Å, forces in eV/Å.

---

Entry 3:
A molecular structure, C9H21N at a distorted geometry, computed with ωB97M-V with the def2-TZVPD basis set.

Summary:
Orbital gap, eV: 7.476
F_max, eV Å⁻¹: 5.7
ΔE to the lowest compared entry with this formula, charge and spin, kJ/mol: 335.7
Total energy, eV: -11160.4318
Lowest unoccupied orbital energy, eV: 0.9

XYZ file:
```
31
Properties=species:S:1:pos:R:3:forces:R:3:nbo_charge:R:1
C -0.0227 0.8748 0.6407 4.183 0.350 -0.660 0.0638
C -0.1021 -0.4639 0.1646 -5.605 -1.114 -0.220 -0.1709
C 2.0400 0.8310 0.1070 -1.180 1.621 0.761 -0.2603
C -2.1338 -0.5693 -0.0306 2.326 -0.725 -0.054 -0.1993
C 0.2891 -1.6164 1.0637 0.039 -0.098 0.088 -0.6567
C 2.8347 -0.3807 -0.3191 -0.249 -0.373 -0.057 -0.6458
C 2.0462 1.9098 -0.9533 0.176 0.150 -0.049 -0.6364
C -2.7037 0.6436 -0.7245 0.220 0.266 -0.083 -0.6471
C -2.3256 -1.8353 -0.8372 -0.202 -0.140 -0.081 -0.6343
N -0.2387 1.1833 1.9687 -0.413 -0.033 0.190 -0.8334
H -0.3678 1.6528 -0.0321 0.099 -0.098 -0.022 0.2074
H 0.0817 -0.5850 -0.8981 0.366 0.129 0.111 0.2127
H 2.4114 1.2131 1.0607 0.083 0.060 -0.012 0.1736
H -2.5079 -0.6695 0.9901 0.128 0.002 -0.004 0.1858
H -0.2564 2.1612 2.2187 0.218 -0.283 -0.003 0.3867
H 0.1285 0.5573 2.6700 -0.038 0.181 -0.106 0.3821
H 0.7939 -2.3984 0.4972 -0.090 -0.032 0.014 0.2271
H 0.9763 -1.3357 1.8666 0.093 0.202 -0.124 0.2045
H -0.5780 -2.0607 1.5617 0.027 0.044 -0.141 0.2217
H 3.8493 -0.1139 -0.6542 -0.205 0.247 0.074 0.2089
H 2.9759 -1.0961 0.4941 -0.149 -0.072 -0.122 0.2074
H 2.3747 -0.8847 -1.1797 -0.009 -0.094 0.162 0.1968
H 3.0552 2.1246 -1.3353 -0.065 -0.097 -0.020 0.1952
H 1.4365 1.6150 -1.8207 0.043 0.039 0.088 0.1916
H 1.6573 2.8583 -0.5705 -0.073 -0.091 -0.052 0.2010
H -2.0922 0.9255 -1.5947 -0.057 -0.016 0.102 0.1986
H -1.7533 -1.7934 -1.7745 -0.082 0.002 0.111 0.1938
H -3.7188 0.4691 -1.1119 0.171 -0.111 0.154 0.2116
H -2.7631 1.5089 -0.0583 0.063 -0.032 -0.070 0.2086
H -2.0093 -2.7274 -0.2904 0.073 0.063 -0.026 0.2061
H -3.3773 -1.9981 -1.1184 0.109 0.055 0.051 0.1990
```
Positions in Å, forces in eV/Å.

---

Entry 4:
6 unconnected molecules or ions with the total composition C18H39N3O7PS at a distorted geometry, computed with ωB97M-V with the def2-TZVPD basis set.

Summary:
Charge: +1
Orbital gap, eV: 6.890
F_max, eV Å⁻¹: 2.2
Total energy, eV: -58220.5967
Lowest unoccupied orbital energy, eV: -3.9

XYZ file:
```
69
Properties=species:S:1:pos:R:3:forces:R:3:nbo_charge:R:1
N -1.3379 -3.5686 4.9472 -0.041 -0.089 0.270 -0.8398
C -0.9366 -3.0836 3.7626 -0.514 0.882 -0.963 0.7060
N -1.1416 -3.6802 2.5882 1.502 -1.259 0.196 -0.4946
C -0.1855 -3.1171 1.5934 0.979 1.123 0.553 -0.2517
C 0.8054 -2.4604 2.5623 -0.173 -0.074 0.695 -0.4085
P 2.1438 -1.3423 1.9429 -0.774 0.848 -1.867 1.8055
O 3.4169 -2.2972 1.9014 -0.216 -0.154 0.556 -0.9541
O 2.4059 -0.2611 3.0798 -0.302 -0.329 0.255 -0.9468
S 1.7185 -0.5784 0.2531 -0.043 0.068 0.206 -0.5119
N -0.2174 -1.9556 3.5454 0.394 0.085 0.505 -0.5621
H -1.0972 -4.5156 5.1750 -0.452 -0.348 -0.156 0.4323
H -1.9601 -3.0934 5.5748 0.202 0.390 0.150 0.4441
H -1.1757 -4.6956 2.6030 -0.733 -0.015 -0.209 0.4328
H 0.3304 -3.8358 0.9835 -0.430 -0.622 -0.357 0.2760
H -0.6340 -2.3080 1.0279 -0.403 -0.207 -0.390 0.2687
H 1.3111 -3.2588 3.1289 0.277 -0.132 -0.227 0.1830
H 3.1974 -3.1919 2.1756 0.387 -0.353 -0.012 0.5069
H 2.2962 -0.6143 3.9686 0.404 0.143 0.344 0.4951
H 0.1022 -1.4349 4.3473 -0.122 -0.081 0.190 0.4099
C -2.6339 -0.0107 1.3714 0.061 -0.171 0.047 -0.7192
C -2.8096 -0.2457 -0.1109 -0.030 0.049 -0.135 0.6033
O -2.6749 -1.3561 -0.5754 0.121 -0.158 0.095 -0.5660
C -3.1367 0.9473 -0.9615 0.016 -0.321 -0.044 -0.7218
H -2.3910 -0.9581 1.8498 -0.035 -0.010 0.035 0.1992
H -1.8199 0.6953 1.5461 -0.098 0.115 0.021 0.2340
H -3.5557 0.3775 1.8060 0.052 0.151 0.003 0.2366
H -2.3435 1.6900 -0.8871 -0.099 0.137 0.044 0.2526
H -4.0759 1.3990 -0.6395 0.077 0.134 0.069 0.2372
H -3.2308 0.6412 -1.9991 0.006 0.012 -0.030 0.2442
C -1.4059 5.6553 -3.1181 -0.225 -0.041 0.047 -0.7244
C -1.5404 4.1742 -2.8895 0.093 0.035 -0.093 0.6097
O -2.5138 3.6974 -2.3463 -0.009 -0.004 0.104 -0.5790
C -0.4016 3.3044 -3.3663 -0.175 -0.122 0.146 -0.7239
H -2.2829 6.1666 -2.7321 0.000 0.022 0.025 0.2403
H -0.5247 6.0316 -2.5982 0.055 0.043 -0.096 0.2455
H -1.3109 5.8629 -4.1852 0.147 -0.013 0.004 0.2312
H 0.5268 3.5890 -2.8686 0.065 0.059 -0.132 0.2431
H -0.2703 3.4181 -4.4427 0.118 0.078 0.007 0.2369
H -0.6192 2.2617 -3.1444 -0.007 -0.012 -0.008 0.2230
C 0.0766 -8.2513 -0.5952 -0.019 0.095 0.250 -0.7238
C 0.4365 -6.7945 -0.7002 0.005 -0.073 -0.152 0.6289
O 0.4684 -6.0774 0.2800 -0.049 0.191 0.265 -0.6156
C 0.7551 -6.2635 -2.0709 0.037 0.205 0.168 -0.7248
H -0.1292 -8.5060 0.4414 0.001 -0.007 0.010 0.2316
H -0.8084 -8.4599 -1.1972 0.071 -0.055 -0.110 0.2434
H 0.9022 -8.8652 -0.9564 -0.056 -0.026 -0.125 0.2436
H -0.1040 -6.3953 -2.7294 0.048 -0.110 -0.064 0.2450
H 1.6069 -6.8008 -2.4894 -0.077 -0.084 -0.083 0.2426
H 0.9967 -5.2052 -2.0095 -0.001 0.011 -0.005 0.2353
C 4.5529 1.7456 -1.2318 -0.122 0.168 -0.018 -0.7239
C 4.1944 1.6400 -2.6946 0.084 -0.067 0.055 0.5981
O 3.4160 2.4049 -3.2100 -0.140 0.073 -0.049 -0.5444
C 4.8511 0.5296 -3.4792 -0.119 0.100 -0.141 -0.7213
H 4.0127 2.5793 -0.7898 -0.014 0.010 0.008 0.2333
H 4.2733 0.8259 -0.7159 0.128 -0.040 0.014 0.2311
H 5.6243 1.9145 -1.1137 0.025 -0.133 0.008 0.2308
H 4.5909 -0.4376 -3.0460 0.112 -0.011 0.066 0.2263
H 5.9354 0.6472 -3.4588 0.019 -0.091 0.088 0.2319
H 4.5089 0.5627 -4.5103 -0.009 0.010 -0.013 0.2374
C -3.1325 6.7439 1.3581 0.015 0.129 -0.128 -0.7212
C -1.8233 6.4686 0.6596 -0.091 -0.084 0.092 0.6000
O -1.4474 7.1401 -0.2683 0.095 0.083 -0.108 -0.5406
C -1.0059 5.3061 1.1746 0.108 0.046 -0.140 -0.7214
H -3.6184 7.5972 0.8929 0.000 0.013 -0.014 0.2404
H -3.7868 5.8742 1.2805 0.023 -0.039 0.106 0.2296
H -2.9560 6.9641 2.4121 -0.036 -0.111 0.039 0.2281
H -1.5804 4.3820 1.0884 -0.038 0.004 0.102 0.2258
H -0.7429 5.4676 2.2212 -0.084 -0.073 0.043 0.2268
H -0.0943 5.2155 0.5886 0.010 0.010 -0.013 0.2334
```
Positions in Å, forces in eV/Å.

---

Entry 5:
A molecular structure, C27H20ClN5O3PdS, computed with ωB97M-V with the def2-TZVPD basis set.

Summary:
Charge: +1
Orbital gap (alpha / beta), eV: 4.877 / 4.467
Spin multiplicity: 6
F_max, eV Å⁻¹: 0.2
Total energy, eV: -68745.4485
Lowest unoccupied orbital energy (alpha / beta), eV: -3.0 / -5.8

XYZ file:
```
58
Properties=species:S:1:pos:R:3:forces:R:3:mulliken_spin:R:1
Pd -0.1379 -0.2217 0.3827 0.069 -0.008 0.024 1.3849
Cl -4.9815 -0.2909 5.8861 0.001 0.001 0.000 0.0636
C -3.6443 -0.5200 4.8462 0.011 -0.007 0.007 0.2144
C -2.8084 -1.6269 5.0479 -0.008 0.002 0.001 0.0989
C -1.7592 -1.7745 4.1820 0.007 -0.002 -0.001 0.1378
C -1.4991 -0.8760 3.1020 0.003 0.003 0.045 0.2508
O -0.5197 -1.1649 2.3386 -0.106 0.022 -0.086 0.3758
C -2.3625 0.3119 2.9361 0.003 -0.004 -0.020 0.0164
C -2.2055 1.3743 2.0026 0.006 0.003 -0.005 0.3851
N -1.3350 1.4309 0.9865 -0.006 -0.020 -0.006 0.3685
C -1.2262 2.5367 0.1819 -0.019 0.006 0.003 -0.1210
C -1.8061 3.7738 0.4326 -0.002 0.009 -0.004 0.2343
C -1.6641 4.8432 -0.4654 0.004 -0.009 0.008 -0.0506
C -0.9464 4.7166 -1.6220 -0.001 0.000 -0.007 0.1472
C -0.3238 3.4808 -1.9193 0.012 0.005 -0.013 -0.0329
C 0.4351 3.2730 -3.0911 -0.006 -0.001 0.011 0.0162
C 1.0138 2.0584 -3.3307 0.005 -0.005 -0.005 -0.0143
C 0.8370 1.0358 -2.3891 0.008 -0.019 0.002 0.0205
N 0.1359 1.1972 -1.2890 -0.057 0.009 0.021 0.1034
C -0.4533 2.3976 -1.0239 0.007 0.001 0.004 -0.0016
C -3.4257 0.4131 3.8304 0.002 0.004 0.010 0.0645
H -3.0011 -2.3228 5.8499 -0.001 0.001 0.001 0.0145
H -1.0767 -2.6101 4.2696 0.002 0.000 0.001 -0.0019
H -2.9103 2.1895 2.1249 0.000 -0.006 0.006 0.0719
H -2.3583 3.9373 1.3462 -0.001 0.007 -0.005 0.0163
H -2.1326 5.7883 -0.2241 0.000 0.000 -0.001 -0.0020
H -0.8392 5.5430 -2.3117 0.000 0.000 0.001 0.0073
H 0.5488 4.0896 -3.7935 0.001 0.000 -0.001 0.0001
H 1.5977 1.8720 -4.2204 -0.001 0.002 -0.001 -0.0003
H 1.2803 0.0588 -2.5419 0.000 0.000 0.000 0.0007
H -4.1049 1.2517 3.7548 0.002 0.001 -0.002 0.0033
O 1.7790 0.5258 1.3594 -0.020 -0.047 0.001 0.3600
N 2.6667 -0.3458 1.6352 0.011 0.017 -0.006 0.1715
C 3.6459 0.0172 2.5198 0.013 0.000 0.004 -0.1170
C 4.6495 -0.8403 2.8452 -0.008 0.007 -0.002 0.1312
C 4.6987 -2.1250 2.2681 -0.001 -0.010 -0.005 -0.0760
C 3.7266 -2.4901 1.3888 0.010 0.000 0.015 0.0741
C 2.6664 -1.6119 1.0483 -0.022 -0.010 -0.027 -0.0635
S 1.4625 -2.0679 -0.0252 0.033 0.003 -0.002 0.6307
H 3.5280 1.0177 2.9052 0.004 0.000 0.002 -0.0016
H 5.4019 -0.5153 3.5491 -0.001 0.004 0.000 0.0045
H 5.4965 -2.8076 2.5226 0.000 -0.001 -0.001 -0.0033
H 3.7185 -3.4637 0.9208 0.001 -0.001 0.000 -0.0020
N -6.2776 -3.8160 -1.2551 -0.005 -0.023 -0.004 -0.0001
C -5.9347 -2.5259 -1.4739 -0.047 0.045 0.150 0.0005
O -6.6972 -1.7063 -1.9373 0.029 -0.011 -0.051 -0.0006
C -4.5343 -2.1120 -1.0744 0.027 -0.001 -0.065 -0.0055
C -4.0907 -0.8802 -1.5350 -0.020 -0.019 -0.020 -0.0022
C -2.8281 -0.4465 -1.1865 0.013 -0.005 -0.001 -0.0126
N -2.0102 -1.1688 -0.4149 -0.004 0.072 0.003 0.1304
C -2.4340 -2.3493 0.0352 0.038 -0.004 0.032 0.0029
C -3.6840 -2.8581 -0.2709 0.011 -0.019 0.015 0.0091
H -7.2014 -4.1033 -1.5316 0.001 -0.004 -0.005 0.0000
H -5.6257 -4.5176 -0.9604 0.023 0.000 -0.032 0.0001
H -4.7437 -0.2776 -2.1500 0.005 0.008 0.003 0.0015
H -2.4532 0.5117 -1.5219 0.003 -0.003 0.010 0.0036
H -1.7500 -2.8921 0.6763 -0.005 0.005 0.004 -0.0076
H -3.9671 -3.8127 0.1507 -0.020 0.002 -0.007 -0.0001
```
Positions in Å, forces in eV/Å.